12
Properties=species:S:1:pos:R:3:nbo_charge:R:1 method="wB97M-V/def2-TZVPD" total_charge=0 smiles="O=CC(=O)N1CC1" fmax_ha_per_bohr=0.0266 orbital_gap_ha=0.3588 relative_energy_kj_mol=281.3 energy_ha=-360.562271
H -1.361 -0.660 -1.454 0.2121
O 3.004 -0.362 -0.628 -0.4443
H -2.374 -0.059 1.055 0.2066
H -1.021 1.119 -1.362 0.2057
H -1.230 1.314 1.400 0.2256
C 0.972 -0.058 0.621 0.5667
C -1.479 0.455 0.743 -0.2132
N -0.342 -0.230 0.306 -0.4402
H 1.285 -1.268 -1.231 0.1165
C -1.113 0.199 -0.805 -0.2517
C 1.834 -0.607 -0.521 0.3430
O 1.388 0.350 1.680 -0.5268

9
Properties=species:S:1:pos:R:3:nbo_charge:R:1 method="wB97M-V/def2-TZVPD" total_charge=0 smiles=N#C[C@H]1CN1 fmax_ha_per_bohr=0.1249 orbital_gap_ha=0.4113 relative_energy_kj_mol=327.2 energy_ha=-226.100547
H -1.426 0.685 0.864 0.1976
N -0.789 -0.749 -0.558 -0.5373
N 2.958 0.043 -0.249 -0.3020
H 0.239 -0.341 1.066 0.2074
H -1.200 -1.375 0.313 0.3489
C -0.879 0.661 -0.231 -0.2226
C 1.766 -0.170 -0.243 0.2722
H -0.986 1.388 -1.038 0.2386
C 0.318 -0.142 0.076 -0.2028

81
Properties=species:S:1:pos:R:3:lowdin_charge:R:1 method="wB97M-V/def2-TZVPD" total_charge=-2 fmax_ha_per_bohr=0.0600 orbital_gap_ha=0.1955 energy_ha=-7830.777313
H 1.349 8.017 -1.268 0.0702
C 3.436 1.949 5.940 -0.1339
H 3.496 -3.340 -6.567 0.0900
C 2.364 -1.212 -4.192 -0.0272
C 3.964 3.174 5.567 -0.6999
O 1.121 -0.125 3.155 -0.1094
H -0.940 1.568 -2.312 0.1138
C 3.086 2.922 3.360 -0.0180
C 1.534 7.356 -2.117 -0.0602
C 2.538 1.692 3.709 -0.1230
H -5.932 1.123 1.401 0.1124
H 1.157 7.841 -3.021 0.0715
H 2.945 3.267 2.341 0.1124
H 4.224 4.639 4.020 0.0901
H 1.628 -4.696 -5.658 0.1096
O 0.589 -3.713 2.703 0.0303
C -7.541 -0.323 1.382 -0.1390
C 1.263 -5.921 3.595 -0.0172
H -0.076 4.697 1.692 0.0750
H 1.199 -5.631 4.639 0.1072
C 0.632 5.176 -2.997 -0.0239
H -1.195 2.737 -4.138 0.0857
C 3.799 3.679 4.287 -0.1363
C -5.514 -2.199 1.043 -0.0098
O -3.516 0.824 1.224 -0.0279
C 0.579 5.556 -0.637 -0.0126
H 3.978 -1.087 -5.610 0.0867
C 2.716 1.217 5.000 -0.0158
O 0.109 -4.054 -3.726 -0.2386
Br 4.945 4.194 6.852 0.6528
B 0.396 -3.155 1.362 -0.4838
C 2.888 -2.947 -5.758 -0.1087
O 1.744 1.281 1.506 -0.1191
C 0.444 -1.409 -2.605 -0.5486
C -5.191 -0.851 1.151 -0.1250
C 0.029 4.297 -0.410 -0.1625
H 1.481 -6.894 -0.189 0.1101
O -2.880 -1.324 0.927 -0.2759
H -4.704 -2.906 0.906 0.1189
H 1.877 -7.953 3.974 0.0809
Ba -0.419 -0.710 0.695 1.9442
C -0.251 3.863 1.010 -0.0201
C 0.891 6.008 -1.912 -0.2681
H 2.540 -0.245 -3.738 0.1103
O 0.794 -0.370 -2.010 -0.1026
C -0.770 2.115 -1.378 -0.1734
O 0.722 -4.294 0.490 0.0181
C 1.057 -3.234 -4.211 -0.2927
C -6.839 -2.624 1.105 -0.1306
H -1.276 3.504 1.130 0.0928
Br -9.657 -2.241 1.361 0.6515
C 1.733 0.874 2.701 -0.6710
H 3.580 1.577 6.946 0.0909
C 3.158 -1.684 -5.227 -0.1089
C 1.310 -1.967 -3.684 -0.0812
H 0.126 3.581 -4.944 0.0685
H 0.867 5.517 -4.002 0.1097
C 1.425 -6.637 0.864 -0.0128
C -7.832 -1.675 1.274 -0.6987
C 0.976 -5.018 2.596 -0.2536
C -0.222 3.478 -1.522 -0.0846
H 2.273 0.261 5.254 0.1177
O -1.020 1.566 -0.326 -0.1779
H 2.016 -8.577 1.596 0.0818
S -1.273 -3.408 -2.833 0.8822
C 1.057 -5.370 1.258 -0.2549
H -8.338 0.397 1.512 0.0883
H 0.399 3.030 1.293 0.0635
C 1.644 -7.217 3.212 -0.1321
C 1.723 -7.569 1.870 -0.1306
N -0.723 -2.013 -2.330 -0.1862
H 2.617 7.253 -2.227 0.0798
C 1.848 -3.712 -5.261 -0.0224
O -2.272 -3.202 -3.874 -0.4735
C 0.083 3.914 -2.823 -0.1961
C -3.737 -0.394 1.092 -0.6541
H -7.094 -3.672 1.020 0.0926
C -6.210 0.078 1.319 -0.0218
C -0.150 3.038 -4.042 -0.0414
H 0.778 6.195 0.220 0.1113
H 0.444 2.120 -4.002 0.0850

13
Properties=species:S:1:pos:R:3:nbo_charge:R:1 method="wB97M-V/def2-TZVPD" total_charge=0 smiles="NNC(=O)c1cnns1" fmax_ha_per_bohr=0.0741 orbital_gap_ha=0.3309 relative_energy_kj_mol=90.0 energy_ha=-809.098511
N -1.431 -0.089 0.173 -0.4609
N -2.620 -0.790 -0.310 -0.6223
N 3.363 0.603 -0.159 -0.3371
C 1.077 0.034 0.043 -0.3789
C 1.277 1.416 -0.029 -0.0644
O -0.218 -1.892 -0.142 -0.6331
H -3.230 -0.883 0.518 0.3504
C -0.184 -0.697 0.130 0.6026
S 2.472 -0.828 -0.157 0.7224
N 2.603 1.626 -0.112 -0.1937
H 0.541 2.280 0.137 0.2358
H -1.488 0.947 0.333 0.3881
H -2.161 -1.725 -0.427 0.3911

93
Properties=species:S:1:pos:R:3:lowdin_charge:R:1 method="wB97M-V/def2-TZVPD" total_charge=+2 fmax_ha_per_bohr=0.0219 orbital_gap_ha=0.1960 relative_energy_kj_mol=12.8 energy_ha=-3252.959497
C 4.087 0.346 1.128 -0.1016
S -5.645 -0.446 -0.531 0.9959
C 0.361 -7.666 -1.743 -0.0585
C 1.260 -6.619 -1.629 -0.0617
H -0.943 -2.969 -3.401 0.1278
C -1.897 -3.429 -3.159 -0.1113
H 9.167 -1.037 2.344 0.1131
H -1.246 -2.026 4.172 0.1137
N -0.682 1.671 -0.991 -0.2198
C -1.338 5.852 -1.273 -0.2896
H -0.183 6.472 -2.962 0.1580
C -3.655 -0.441 1.086 -0.2284
H -3.379 8.751 0.663 0.1169
C -2.556 -3.006 -1.951 -0.5570
O -0.007 -2.306 -0.795 -0.5134
H -5.247 -5.128 -2.217 0.1314
C -1.099 9.198 -2.518 -0.0103
C 9.061 2.067 3.782 -0.0713
H -6.972 -0.129 1.474 0.0855
C 8.780 -0.078 2.659 -0.0121
H -4.010 -5.812 -4.222 0.1337
C 1.865 1.110 0.678 -0.0964
C 7.776 2.462 3.498 -0.0033
H -0.381 -2.053 1.864 0.0938
H -2.264 4.192 0.566 0.1269
C -2.396 -4.436 -3.944 -0.0184
Pt -0.342 -0.335 -0.806 0.8642
H 1.092 1.857 0.768 0.1037
H 2.313 -6.788 -1.810 0.1118
H -1.635 11.249 -2.363 0.1109
C -1.274 -2.619 2.110 -0.1108
H -2.492 -6.043 -0.963 0.0903
H -4.402 -4.672 3.025 0.1147
Si -1.118 -3.431 -0.547 0.4636
C -1.435 -6.186 -1.158 -0.0956
H 3.313 2.241 1.769 0.1250
Te -2.632 -0.777 -1.818 1.5134
C -3.956 -0.564 -0.244 -0.9062
C -0.136 2.365 -2.002 -0.1089
C -1.911 -3.369 1.119 -0.2365
C -2.101 7.783 -0.784 -0.2158
H 9.713 2.727 4.336 0.1083
C -1.436 2.332 -0.092 -0.1220
C 3.756 -0.818 0.442 0.0251
C -3.602 -5.031 -3.592 0.0126
C 2.495 -0.966 -0.095 -0.1010
C -1.089 4.419 -1.216 -0.0979
H 0.151 4.217 -2.985 0.1206
N -0.814 6.699 -2.214 0.1747
C 6.971 1.572 2.778 -0.2171
C -2.569 10.106 -0.797 -0.0688
C 7.479 0.329 2.373 -0.1820
H -3.276 -3.310 4.746 0.1154
C -0.544 -5.117 -1.045 -0.2314
H -1.862 -4.766 -4.823 0.1327
H 4.462 -1.627 0.312 0.1185
H -3.056 10.978 -0.383 0.1092
N 5.666 1.707 2.362 0.1895
H 6.470 -1.191 1.277 0.1563
N 6.442 -0.281 1.701 0.1737
H -1.859 1.736 0.705 0.1063
C -5.957 -0.251 1.133 -0.3637
H 1.520 -4.539 -1.199 0.0968
H 2.204 -1.861 -0.623 0.0977
C -3.819 -3.629 -1.674 -0.1036
H -4.368 -3.293 -0.799 0.1027
H -2.653 -0.491 1.481 0.0836
C -0.990 -7.451 -1.505 -0.0604
C -4.311 -4.644 -2.457 -0.0280
H -1.691 -8.271 -1.582 0.1127
H 0.711 -8.654 -2.010 0.1142
H 7.389 3.421 3.813 0.1165
C -2.755 8.879 -0.210 -0.0020
N -2.108 6.459 -0.408 0.1903
C 9.555 0.813 3.368 -0.0684
H -0.474 9.326 -3.391 0.1139
H 10.573 0.546 3.615 0.1097
C -3.033 -4.118 1.472 -0.0857
C -3.531 -4.087 2.766 -0.0544
C -0.317 3.724 -2.145 0.0269
C -4.815 -0.266 1.880 -0.1448
C -1.751 10.262 -1.936 -0.0654
C 5.390 0.596 1.731 -0.2873
C -1.293 7.956 -1.917 -0.1809
C -2.895 -3.324 3.733 -0.0580
H -3.523 -4.754 0.742 0.0943
H -4.799 -0.157 2.953 0.1191
C -1.658 3.685 -0.170 0.0341
C 3.098 1.325 1.239 0.0268
H 0.464 1.801 -2.703 0.1221
C -1.758 -2.599 3.410 -0.0648
C 0.810 -5.353 -1.282 -0.0753
N 1.548 -0.021 0.013 -0.1084

61
Properties=species:S:1:pos:R:3:nbo_charge:R:1 method="wB97M-V/def2-TZVPD" total_charge=+1 fmax_ha_per_bohr=0.0527 orbital_gap_ha="0.2158 / 0.2189" relative_energy_kj_mol=87.5 energy_ha=-6683.255625
C -4.108 4.350 0.482 -0.2193
H -5.051 4.419 -0.048 0.2262
H 3.522 -1.995 4.893 0.2349
S -1.626 -1.146 -1.127 -0.2032
C 5.948 1.474 1.138 -0.1938
H -2.550 5.552 3.244 0.2261
N -3.574 -1.129 0.665 -0.7679
H -3.269 2.919 -0.885 0.2148
C 1.234 -2.192 3.026 -0.4139
H -0.767 4.058 2.405 0.2212
H 7.371 1.003 -0.404 0.2242
C 5.390 0.311 -0.880 -0.2266
C 2.516 -2.498 0.912 0.3080
H 0.303 4.907 0.182 0.2507
Se 1.080 -2.518 -0.317 -0.0305
H 5.979 -1.916 5.225 0.2321
H 1.347 -1.347 3.696 0.2314
H 3.383 3.749 -2.583 0.2453
N 2.451 -2.335 2.230 -0.3351
N -1.040 1.185 0.283 -0.1485
H 6.678 1.964 1.772 0.2240
C 4.061 0.228 -0.465 -0.2260
C 5.995 -2.396 1.860 -0.2268
H -3.917 -1.915 0.144 0.4159
C 2.525 3.532 -1.960 -0.2317
C -2.501 -0.457 0.224 0.3026
C -0.874 2.448 0.227 0.2390
H 5.685 -0.114 -1.834 0.2167
C 3.746 -2.285 2.759 0.0955
C -3.115 3.502 0.016 -0.1143
C 1.998 2.255 -1.937 0.0737
H -4.681 5.755 2.004 0.2264
C -2.702 4.992 2.328 -0.2035
C 1.936 4.501 -1.172 -0.1228
H 0.399 -2.006 2.363 0.2458
C 5.575 -2.059 4.230 -0.1915
H 2.427 1.466 -2.535 0.2236
Se 1.850 0.723 1.427 -0.0673
N -2.206 0.680 0.771 -0.4171
C 3.659 0.772 0.754 -0.2158
C -3.902 5.097 1.638 -0.1861
C 0.812 4.173 -0.427 -0.2054
Rh 0.435 -0.058 -0.569 0.6184
C 6.338 0.934 -0.080 -0.2292
C 0.343 2.879 -0.460 0.1768
C 4.622 1.396 1.551 -0.2377
N 0.940 1.935 -1.192 -0.3874
H 4.112 -2.762 -0.366 0.4435
H 4.322 1.832 2.499 0.2211
H 6.669 -2.505 1.018 0.2362
H 7.526 -2.141 3.322 0.2324
C 6.457 -2.195 3.145 -0.1904
H 2.334 5.508 -1.145 0.2389
C 4.204 -2.100 4.058 -0.2102
H 1.055 -3.100 3.599 0.2218
H 3.343 -0.256 -1.102 0.1934
H -4.152 -0.715 1.379 0.4146
C 4.615 -2.445 1.699 0.1727
C -1.904 3.414 0.696 -0.1255
N 3.803 -2.597 0.577 -0.5295
C -1.700 4.152 1.857 -0.1907